Entry 1:
C10H20CoN2O6 as an isolated structure, computed with ωB97M-V/def2-TZVPD.

```
39
Properties=species:S:1:pos:R:3:mulliken_charge:R:1
Co -0.312 -0.209 -0.197 0.21
C -1.487 -0.777 2.554 -0.92
O -0.291 -0.384 1.846 -0.07
C 0.871 -1.081 2.285 -0.60
C 2.056 -0.407 1.638 -0.63
O 1.744 -0.097 0.263 -0.24
C 2.316 1.164 -0.180 -0.58
C 1.230 1.976 -0.870 -0.60
O -0.029 1.754 -0.215 0.02
C -0.296 2.563 0.942 -0.83
H -1.356 -0.554 3.612 0.31
H -1.668 -1.846 2.418 0.33
H -2.307 -0.209 2.128 0.33
H 0.794 -2.145 2.037 0.27
H 0.961 -1.009 3.371 0.53
H 2.944 -1.038 1.681 0.36
H 2.261 0.524 2.167 0.41
H 3.145 0.964 -0.857 0.38
H 2.702 1.688 0.694 0.39
H 1.084 1.638 -1.892 0.29
H 1.468 3.039 -0.865 0.59
H -0.268 3.611 0.648 0.33
H 0.428 2.370 1.735 0.25
H -1.296 2.299 1.274 0.26
N -0.379 -2.132 -0.461 -0.17
C 0.226 -2.403 -1.796 -0.58
C -0.318 -1.322 -2.709 0.56
O -0.642 -1.530 -3.853 -0.62
N -0.417 -0.128 -2.044 0.17
C -1.547 0.720 -2.427 -0.61
C -2.584 0.617 -1.320 0.51
O -3.721 0.970 -1.406 -0.60
O -2.098 0.019 -0.211 -0.42
H -1.356 -2.420 -0.459 0.33
H 0.094 -2.676 0.253 0.26
H 1.309 -2.323 -1.706 0.27
H -0.036 -3.388 -2.174 0.41
H -1.257 1.767 -2.524 0.16
H -1.969 0.397 -3.377 0.53
```

Its total energy is -63579.8214 eV. Its total charge is +1. The spin multiplicity is 1. As for the lowest unoccupied orbital energy: -3.650 eV. Its max |F| is 0.008 Eh/bohr.

Entry 2:
C10H20GeIrNO5S as an isolated structure at a distorted geometry, computed with ωB97M-V/def2-TZVPD.

```
39
Properties=species:S:1:pos:R:3:mulliken_spin:R:1
Ir 0.659 -0.155 -1.716 2.70
O 1.808 1.471 1.128 0.01
C 0.819 2.473 1.182 0.00
C -0.565 2.025 0.714 -0.02
N -0.764 1.667 -0.703 0.10
C -2.162 1.271 -0.879 0.00
C -2.383 0.352 -2.096 0.02
O -3.445 0.435 -2.697 0.02
O -1.446 -0.495 -2.317 0.10
C -0.442 2.760 -1.625 0.01
C 1.074 2.931 -1.825 0.00
O 1.525 4.050 -2.023 0.01
O 1.749 1.836 -1.785 0.11
H 2.163 1.478 0.225 0.00
H 1.132 3.380 0.657 0.00
H 0.712 2.733 2.238 0.00
H -1.267 2.833 0.977 0.00
H -0.828 1.142 1.298 0.00
H -2.821 2.141 -0.965 0.00
H -2.480 0.689 -0.011 0.00
H -0.880 3.711 -1.301 0.00
H -0.854 2.505 -2.605 0.00
C -1.370 -1.850 0.968 0.03
Ge 0.526 -2.410 0.958 -0.01
C 0.477 -4.394 0.844 0.03
C 1.268 -1.792 2.689 0.02
C 1.604 -1.739 -0.525 0.39
H -1.965 -2.525 1.586 0.00
H -1.782 -1.844 -0.044 -0.01
H -1.463 -0.846 1.386 -0.01
H -0.031 -4.832 1.706 0.00
H 1.476 -4.826 0.770 0.00
H -0.079 -4.672 -0.054 0.00
H 0.651 -2.124 3.525 0.00
H 1.295 -0.701 2.675 -0.01
H 2.287 -2.150 2.843 0.00
H 1.849 -2.557 -1.202 0.00
H 2.536 -1.322 -0.136 0.02
S 1.415 -0.648 -3.858 1.50
```

Its total energy is -92611.5784 eV. Its total charge is -1. The spin multiplicity is 6. As for the lowest unoccupied orbital energy (spin up / spin down): 2.885 / 1.615 eV. Its max |F| is 0.026 Eh/bohr.

Entry 3:
C10H20HfN3O2P2Se4 as an isolated structure at a distorted geometry, computed with ωB97M-V/def2-TZVPD.

```
42
Properties=species:S:1:pos:R:3:mulliken_charge:R:1
Hf -0.371 -1.337 0.653 0.69
Se -0.384 -0.501 3.143 -0.26
Se -0.583 -2.818 3.524 -0.10
Se 1.147 -3.651 2.185 -0.09
Se 0.163 -3.785 0.060 -0.28
C 3.248 -0.481 1.766 -1.27
P 2.132 -0.288 0.359 1.40
C 3.072 -0.833 -1.084 -1.31
C 1.951 1.531 0.197 -1.33
C 0.676 1.974 -0.521 -0.73
P -0.834 1.452 0.363 1.04
C -0.905 2.570 1.788 -1.52
C -2.186 2.007 -0.699 -1.26
H 4.132 0.140 1.609 0.44
H 3.549 -1.523 1.857 0.38
H 2.735 -0.190 2.681 0.33
H 4.018 -0.291 -1.130 0.43
H 2.512 -0.659 -2.003 0.33
H 3.268 -1.902 -1.009 0.38
H 2.839 1.914 -0.310 0.59
H 1.985 1.930 1.214 0.43
H 0.618 1.559 -1.530 0.15
H 0.654 3.062 -0.633 0.59
H -0.843 3.610 1.461 0.45
H -0.094 2.369 2.489 0.41
H -1.845 2.426 2.323 0.39
H -1.963 3.005 -1.081 0.45
H -3.109 2.059 -0.120 0.43
H -2.321 1.332 -1.541 0.25
C -3.638 -1.160 1.721 -0.63
O -2.641 -1.564 0.742 -0.37
H -4.519 -1.781 1.583 0.31
H -3.871 -0.107 1.587 0.24
H -3.200 -1.326 2.697 0.22
H -3.040 -1.646 -0.127 0.27
O -0.807 -0.856 -1.288 -0.04
N -0.326 -1.719 -2.223 -0.38
C -0.295 -1.202 -3.392 0.79
C -0.712 0.160 -3.661 0.03
N -1.043 1.238 -3.877 -0.38
C 0.213 -2.035 -4.459 -0.10
N 0.617 -2.683 -5.315 -0.35
```

Its total energy is -300525.8527 eV. Its total charge is +1. The spin multiplicity is 1. As for the lowest unoccupied orbital energy: -3.844 eV. Its max |F| is 0.027 Eh/bohr.

Entry 4:
An isolated ion of composition C10H20N2O and charge +2 at a distorted geometry, computed with ωB97M-V/def2-TZVPD.

```
33
Properties=species:S:1:pos:R:3:mulliken_charge:R:1
C 3.287 -0.189 0.303 0.58
C 0.613 -1.876 -1.077 0.06
C 2.020 -1.188 0.780 -0.89
C 0.174 0.069 0.162 -0.40
C -2.599 -1.294 0.073 -1.68
C -3.339 0.861 -0.809 -1.80
C -2.473 0.610 1.560 -1.41
C 3.695 1.953 -0.788 -0.86
C -0.843 0.671 -0.650 -0.88
C -2.384 0.166 0.137 1.40
N 2.884 0.810 -0.406 -0.24
N 0.846 -1.071 -0.072 0.29
O 4.489 -0.387 0.864 -0.43
H -0.137 -1.661 -1.779 0.29
H 1.267 -2.803 -1.240 0.28
H 2.450 -2.249 0.637 0.48
H 1.646 -1.027 1.818 0.37
H 0.616 0.621 1.065 0.63
H -1.962 -1.795 0.838 0.41
H -2.574 -1.689 -0.899 0.38
H -3.624 -1.440 0.399 0.53
H -3.241 1.924 -0.627 0.49
H -3.179 0.593 -1.833 0.51
H -4.333 0.518 -0.643 0.45
H -3.462 0.374 1.967 0.43
H -2.297 1.692 1.834 0.32
H -1.683 -0.025 2.005 0.43
H 4.610 2.070 -0.240 0.35
H 3.055 2.864 -0.602 0.30
H 3.898 1.924 -1.900 0.30
H -1.062 0.401 -1.607 0.59
H -1.003 1.794 -0.440 0.43
H 4.646 -1.221 1.168 0.33
```

Its total energy is -15700.2300 eV. Its total charge is +2. The spin multiplicity is 1. As for the lowest unoccupied orbital energy (spin up / spin down): -11.092 / -11.091 eV. Its max |F| is 0.098 Eh/bohr.

Entry 5:
The molecule C10H20N2O4 at a distorted geometry, computed with ωB97M-V/def2-TZVPD.

```
36
Properties=species:S:1:pos:R:3:mulliken_charge:R:1
C 2.154 2.866 0.329 -1.23
C 1.815 1.673 -0.578 0.08
C 2.346 0.275 0.066 0.35
C 3.821 0.039 -0.299 -1.58
C 1.451 -0.919 -0.176 -0.70
N 0.011 -0.587 0.038 -0.14
C -0.953 -1.239 -0.593 0.38
O -0.732 -2.212 -1.319 -0.81
C -2.406 -0.872 -0.404 0.20
N -2.967 -1.752 0.725 -0.72
C -2.641 0.612 0.004 0.11
C -4.221 1.000 -0.040 -1.40
O -2.195 0.745 1.326 -0.65
C 1.771 -2.258 0.536 0.49
O 2.546 -2.127 1.475 -0.59
O 1.183 -3.385 0.099 -0.52
H 1.777 3.847 -0.097 0.36
H 3.242 2.964 0.380 0.29
H 1.747 2.645 1.315 0.35
H 2.192 1.857 -1.636 0.35
H 0.672 1.602 -0.631 -0.09
H 2.229 0.476 1.140 0.23
H 4.283 -0.811 0.165 0.44
H 3.966 -0.063 -1.369 0.39
H 4.405 0.947 0.029 0.31
H 1.574 -1.126 -1.229 0.42
H -0.290 0.187 0.679 0.59
H -2.988 -1.054 -1.319 0.44
H -2.435 -2.584 0.633 0.23
H -3.898 -2.103 0.566 0.24
H -2.043 1.347 -0.591 0.27
H -4.482 1.123 -1.102 0.37
H -4.789 0.143 0.422 0.27
H -4.433 1.963 0.364 0.40
H -2.299 -0.141 1.726 0.42
H 0.592 -3.076 -0.635 0.44
```

As for the SMILES: CC[C@H](C)[C@H](NC(=O)[C@@H](N)[C@@H](C)O)C(=O)O. Its total energy is -21864.8875 eV. The spin multiplicity is 1. As for the lowest unoccupied orbital energy: 0.642 eV. Its max |F| is 0.058 Eh/bohr.

Entry 6:
A 2-piece molecular cluster, C10H20N2OSi overall at a distorted geometry, computed with ωB97M-V/def2-TZVPD.

```
34
Properties=species:S:1:pos:R:3:mulliken_charge:R:1
C 1.364 -3.083 -0.157 -0.19
C 1.910 -0.927 1.518 -0.50
C 2.513 0.360 1.004 -1.16
C 2.169 -1.942 0.312 0.64
C 2.686 0.182 -0.505 1.97
C 4.074 0.815 -0.826 -1.71
C 1.513 0.884 -1.231 -1.15
C -3.499 -1.881 -0.546 -1.01
C -2.854 0.171 1.620 -1.19
C -2.984 0.729 -1.322 -0.96
N 0.689 -3.940 -0.505 -0.54
N 2.597 -1.176 -0.869 -0.80
O -0.752 -0.661 -0.355 -0.45
Si -2.207 -0.474 -0.045 0.46
H 2.343 -1.408 2.334 0.52
H 0.785 -0.955 1.664 -0.03
H 1.809 1.281 1.256 0.25
H 3.383 0.440 1.603 0.46
H 2.993 -2.586 0.740 0.38
H 4.211 1.398 0.014 0.46
H 4.120 1.521 -1.747 0.28
H 4.788 0.058 -0.819 0.45
H 0.705 0.369 -0.774 0.11
H 1.646 0.924 -2.340 0.39
H 1.704 1.991 -1.010 0.37
H -3.862 -2.348 0.454 0.28
H -4.351 -1.520 -1.025 0.40
H -2.965 -2.509 -1.295 0.28
H -3.878 0.303 1.616 0.47
H -2.835 -0.656 2.405 0.33
H -2.351 1.144 1.952 0.27
H -4.128 0.744 -1.258 0.31
H -2.600 1.797 -1.185 0.32
H -2.484 0.571 -2.306 0.30
```

Its total energy is -23594.1645 eV. The spin multiplicity is 1. As for the lowest unoccupied orbital energy (spin up / spin down): -0.151 / -3.542 eV. Its max |F| is 0.128 Eh/bohr.

Entry 7:
C10H20N2P2ScTe4 as an isolated structure, computed with ωB97M-V/def2-TZVPD.

```
39
Properties=species:S:1:pos:R:3:mulliken_charge:R:1
Sc 0.551 1.718 -1.318 0.05
C -1.910 0.826 1.796 -1.14
P -1.521 0.448 0.056 1.15
C -3.170 0.613 -0.699 -1.69
C -1.206 -1.349 -0.009 0.26
C -2.248 -2.274 -0.039 -0.61
C -1.986 -3.631 -0.134 -0.85
C -0.675 -4.079 -0.197 -0.74
C 0.370 -3.169 -0.149 -0.56
C 0.119 -1.802 -0.054 0.37
P 1.449 -0.555 0.056 1.33
C 2.940 -1.470 -0.439 -1.66
C 1.745 -0.392 1.852 -1.22
H -2.708 0.165 2.138 0.43
H -2.255 1.858 1.870 0.38
H -1.050 0.696 2.448 0.29
H -3.916 0.029 -0.161 0.47
H -3.142 0.301 -1.742 0.47
H -3.479 1.658 -0.654 0.46
H -3.277 -1.945 -0.002 0.26
H -2.805 -4.337 -0.167 0.41
H -0.466 -5.137 -0.281 0.41
H 1.386 -3.538 -0.196 0.30
H 2.839 -1.829 -1.462 0.43
H 3.132 -2.305 0.235 0.47
H 3.802 -0.804 -0.404 0.46
H 1.705 -1.370 2.332 0.40
H 1.020 0.269 2.318 0.22
H 2.740 0.028 2.016 0.43
Te 3.165 1.518 -2.299 -0.15
Te 1.630 2.402 -4.338 -0.06
Te 0.418 4.579 -3.268 -0.15
Te -1.652 3.249 -2.155 -0.06
N 1.553 2.600 0.858 -0.32
N 1.061 3.519 -0.115 -0.33
H 1.498 2.924 1.818 0.25
H 2.527 2.421 0.630 0.25
H 1.672 4.306 -0.306 0.27
H 0.144 3.861 0.164 0.28
```

Its total energy is -82123.2913 eV. Its total charge is +1. The spin multiplicity is 1. As for the lowest unoccupied orbital energy: -3.259 eV. Its max |F| is 0.007 Eh/bohr.